C4H8N2 | ωB97M-V/def2-TZVPD

Last column: Löwdin charge in e.
Atoms and positions in Å:
C 1.7600 -0.0142 -0.0602  -0.152
N 1.0604 -1.2726 0.1680  0.028
C 0.5366 -0.3356 -0.8195  -0.318
C -0.7351 0.4272 -0.5858  -0.203
C -1.9763 -0.0756 1.2366  0.007
N -0.9734 0.6792 0.8262  -0.132
H 2.7327 -0.1062 -0.5314  0.098
H 1.6856 0.7566 0.7035  0.102
H 0.5194 -1.1838 1.0257  0.074
H 0.6348 -0.6784 -1.8412  0.130
H -0.7778 1.3760 -1.1248  0.126
H -1.8436 -1.1102 0.8433  0.011
H -1.6376 -0.1190 -0.9418  0.115
H -0.9857 1.6567 1.1013  0.113

Atomic forces in eV per Å
0.249 0.275 -0.066
-0.331 -0.100 0.203
0.167 0.060 -0.504
0.103 -0.244 -0.893
-0.050 -0.063 2.636
-1.383 -0.287 -0.486
-0.084 0.045 0.037
0.017 -0.091 -0.052
0.050 -0.114 -0.037
0.123 -0.064 -0.069
0.354 0.013 -0.038
-0.044 0.570 -0.587
0.885 0.180 -0.195
-0.056 -0.180 0.050

Its energy relative to the best compared isomer or geometry (same formula, charge and spin) is 97.3 kcal/mol. As for the HOMO energy: -8.23 eV. The total charge is 0. For the HOMO-LUMO gap, the calculation gives 8.8 eV.



C4H8N2 | ωB97M-V/def2-TZVPD

Last column: Löwdin charge in e.
Atoms and positions in Å:
C -0.4512 1.2563 0.4105  -0.105
N -0.4848 0.0492 -0.4389  -0.238
C -1.1134 -1.0401 0.3019  -0.128
C 0.8311 -0.4164 -0.9978  -0.165
C 1.9217 0.1963 -0.2316  -0.220
N 2.5257 0.8818 0.4780  0.149
H -1.1728 2.0183 0.1016  0.082
H 0.5376 1.7120 0.3986  0.042
H -0.6374 1.0060 1.4672  0.086
H -0.4687 -1.3848 1.1291  0.092
H -1.3280 -1.8768 -0.3683  0.081
H -2.0624 -0.7127 0.7407  0.086
H 0.9801 -0.1782 -2.0645  0.121
H 0.9224 -1.5109 -0.9264  0.116

Atomic forces in eV per Å
0.189 0.165 0.006
0.376 -0.212 -0.022
-0.044 -0.194 0.008
-0.318 0.141 0.155
0.532 0.629 0.724
0.110 -0.899 -0.711
-0.074 -0.305 -0.108
-0.363 0.201 -0.060
-0.023 -0.009 -0.271
-0.133 -0.071 -0.057
0.054 0.028 0.099
0.197 0.040 -0.208
-0.302 0.159 0.382
-0.203 0.326 0.063

Its SMILES is CN(C)CC#N. Its energy relative to the best compared isomer or geometry (same formula, charge and spin) is 31.4 kcal/mol. As for the HOMO energy: -9.15 eV. The total charge is 0. For the HOMO-LUMO gap, the calculation gives 10.0 eV.



C4H8N2 | ωB97M-V/def2-TZVPD

Last column: Löwdin charge in e.
Atoms and positions in Å:
C 1.9171 0.0178 0.4276  -0.122
N 0.5870 -0.5903 0.4395  -0.096
C -0.3896 0.0138 -0.4486  -0.428
C -1.7414 -0.7007 -0.3644  -0.057
C -0.5591 1.4732 -0.1994  -0.189
N -0.6326 2.6026 0.0438  0.146
H 2.1510 0.3768 -0.5799  0.083
H 2.6652 -0.7366 0.6910  0.075
H 2.0251 0.8716 1.1118  0.080
H 0.2206 -0.5952 1.3865  0.114
H -0.0107 -0.0863 -1.4736  0.144
H -2.4412 -0.2998 -1.1039  0.084
H -1.5964 -1.7670 -0.5553  0.082
H -2.1950 -0.5799 0.6250  0.084

Atomic forces in eV per Å
0.153 0.049 -0.042
-0.112 0.020 0.128
-0.058 -0.010 -0.137
-0.035 -0.020 0.023
-0.006 1.000 0.238
0.033 -1.083 -0.238
-0.048 -0.105 0.108
-0.114 0.129 0.001
-0.094 -0.090 -0.146
0.012 -0.083 -0.110
-0.015 0.060 0.140
0.142 -0.024 0.120
0.024 0.156 0.026
0.120 0.002 -0.110

Its SMILES is CN[C@@H](C)C#N. Its energy relative to the best compared isomer or geometry (same formula, charge and spin) is 12.0 kcal/mol. As for the HOMO energy: -9.65 eV. The total charge is 0. For the HOMO-LUMO gap, the calculation gives 10.6 eV.



C4H8N2 | ωB97M-V/def2-TZVPD

Last column: Löwdin charge in e.
Atoms and positions in Å:
C -1.8303 0.2067 0.0433  -0.109
C -0.6031 -0.6983 -0.1703  -0.211
C 0.7147 -0.1000 0.3938  -0.396
N 1.9635 -0.7731 -0.0125  0.034
C 0.8523 1.3139 -0.0209  -0.213
N 1.1213 2.3471 -0.4688  0.149
H -1.6705 1.2061 -0.3773  0.066
H -2.0926 0.3295 1.1015  0.077
H -2.7108 -0.2174 -0.4533  0.074
H -0.7855 -1.6725 0.3002  0.111
H -0.4854 -0.8819 -1.2452  0.112
H 0.6546 -0.1523 1.4894  0.145
H 2.1271 -0.6250 -1.0088  0.081
H 2.7448 -0.2826 0.4289  0.082

Atomic forces in eV per Å
0.045 0.020 0.007
0.097 0.001 -0.062
-0.124 0.096 0.030
-0.109 -0.030 -0.038
0.222 1.042 -0.454
-0.404 -0.840 0.519
0.000 -0.178 0.055
0.188 -0.061 -0.141
0.229 0.007 0.080
0.236 0.177 -0.081
0.100 0.053 0.136
0.054 0.156 -0.223
-0.257 -0.148 0.136
-0.278 -0.294 0.036

Its SMILES is CC[C@@H](N)C#N. Its energy relative to the best compared isomer or geometry (same formula, charge and spin) is 8.0 kcal/mol. As for the HOMO energy: -10.28 eV. The total charge is 0. For the HOMO-LUMO gap, the calculation gives 11.2 eV.



C4H8N2 | ωB97M-V/def2-TZVPD

Last column: Löwdin charge in e.
Atoms and positions in Å:
H -1.8011 -1.4789 0.3162  0.021
N -2.5133 -0.7989 0.0706  0.078
C -1.8934 0.3005 -0.2348  -0.270
N -0.5120 0.4494 -0.4728  -0.070
C 0.4026 1.3891 0.1072  -0.088
C 0.4957 -0.0805 0.4132  -0.337
C 1.5460 -0.9310 -0.2444  -0.061
H -2.5209 1.1901 -0.4436  0.115
H 1.2261 1.7123 -0.5285  0.104
H 0.0285 2.1321 0.8118  0.113
H 0.1030 -0.3882 1.3835  0.141
H 2.3759 -1.1368 0.4626  0.079
H 1.9105 -0.4064 -1.1556  0.088
H 1.1525 -1.9530 -0.4852  0.087

Atomic forces in eV per Å
0.090 -0.555 -0.153
1.202 2.080 -0.025
-0.849 -0.707 -0.015
-0.956 -0.454 -0.378
0.419 0.044 0.282
-0.563 0.029 0.286
0.399 -0.718 0.263
0.581 -0.414 -0.037
-0.471 0.346 -0.194
0.149 -0.364 0.092
0.222 -0.061 -0.100
-0.222 0.399 -0.474
-0.145 -0.618 0.564
0.143 0.993 -0.110

Its SMILES is [H]/N=C\N1C[C@@H]1C. Its energy relative to the best compared isomer or geometry (same formula, charge and spin) is 37.4 kcal/mol. As for the HOMO energy: -9.22 eV. The total charge is 0. For the HOMO-LUMO gap, the calculation gives 10.2 eV.



C4H8N2 | ωB97M-V/def2-TZVPD

Last column: Löwdin charge in e.
Atoms and positions in Å:
C -0.7591 -3.2543 2.6471  0.143
C 0.2801 0.3600 -0.5369  -0.146
C 0.1856 -2.4750 2.3338  0.340
C 0.4886 1.2195 -1.6649  -0.050
N 0.2664 -0.5124 0.1800  0.227
N 0.0660 2.6872 -1.4197  0.243
H 1.1591 -2.0871 2.1055  0.101
H -1.0341 -4.2101 2.9891  0.127
H -1.6004 -2.8439 1.9957  0.185
H -0.1162 0.9885 -2.5678  0.174
H 1.4570 1.1666 -1.9503  0.114
H -0.7447 2.6235 -0.7218  0.216
H -0.3735 3.0193 -2.2830  0.184
H 0.7253 3.3183 -1.1067  0.141

Atomic forces in eV per Å
0.544 2.861 -2.565
0.074 0.596 -1.234
-0.514 -2.814 1.619
-3.223 1.779 -0.823
-0.320 -1.406 1.777
-3.884 -3.012 0.211
-0.182 0.915 -0.414
0.003 -1.185 1.119
0.202 0.144 0.244
0.252 -0.672 0.821
3.266 0.118 -0.846
1.317 0.612 -0.906
0.283 0.359 0.006
2.181 1.707 0.991

Its energy relative to the best compared isomer or geometry (same formula, charge and spin) is 48.0 kcal/mol. As for the HOMO energy: -20.68 eV. The total charge is +2. For the HOMO-LUMO gap, the calculation gives 10.7 eV.



C4H8N2 | ωB97M-V/def2-TZVPD

Last column: Löwdin charge in e.
Atoms and positions in Å:
C -1.1522 0.2736 0.1167  0.160
C 0.2687 0.0299 -0.0092  -0.168
C -3.7554 -0.1062 -0.0264  0.508
C 1.5693 -0.6320 0.1118  -0.032
N -0.2646 1.2034 -0.1286  0.212
N 2.6945 0.4049 -0.0400  0.227
H -3.2146 -0.6621 -0.7753  0.053
H -4.1362 0.8108 0.0118  0.037
H -4.0213 -0.7038 0.7748  0.059
H 1.5469 -1.2333 -0.7862  0.162
H 1.4687 -0.9840 1.1615  0.185
H 2.7432 0.8387 0.8674  0.174
H 2.6492 0.9032 -0.9234  0.177
H 3.6038 -0.1432 -0.3547  0.247

Atomic forces in eV per Å
-0.150 -1.989 0.101
-2.537 -0.078 0.850
3.032 -3.443 -0.752
-1.186 1.935 -0.437
1.015 2.681 -0.559
1.678 -4.077 -1.518
-0.559 0.528 -0.760
-1.136 4.135 -0.622
-0.308 -1.209 1.927
0.653 -1.385 0.404
1.048 -0.858 -0.840
0.894 1.298 -0.032
-0.901 1.509 0.323
-1.544 0.953 1.915

Its energy relative to the best compared isomer or geometry (same formula, charge and spin) is 115.4 kcal/mol. As for the HOMO energy: -19.13 eV. The total charge is +2. For the HOMO-LUMO gap, the calculation gives 8.7 eV.



C4H8N2 | ωB97M-V/def2-TZVPD

Last column: Löwdin charge in e.
Atoms and positions in Å:
C 1.0792 1.0445 -2.1981  0.096
C 0.7361 0.6055 -0.8556  -0.190
C 1.3352 1.2601 0.2909  0.021
C -0.2014 -0.4742 -0.8629  -0.076
N 1.1452 1.3314 -3.2914  0.513
N -0.6089 -1.1085 0.5047  0.285
H 1.0817 0.9134 1.3414  0.140
H 1.3862 2.3382 0.0604  0.143
H 2.4768 1.2747 0.2762  0.168
H 0.3863 -1.2249 -1.3602  0.152
H -0.9685 -0.4905 -1.7310  0.210
H 0.1408 -0.9035 1.1680  0.166
H -0.5587 -2.1147 0.2962  0.194
H -1.5570 -0.8954 0.7393  0.178

Atomic forces in eV per Å
-0.848 -2.932 11.168
0.582 2.326 -1.667
2.384 0.669 0.822
-1.553 -2.599 -1.372
0.628 2.506 -9.202
1.543 -0.067 -3.270
-0.063 0.763 -1.442
-1.011 0.302 0.744
-0.645 -0.849 0.009
0.603 -1.304 0.103
0.027 0.613 2.103
-0.613 0.065 0.606
-0.213 -0.060 0.478
-0.822 0.567 0.920

Its spin multiplicity is 3. Its energy relative to the best compared isomer or geometry (same formula, charge and spin) is 57.0 kcal/mol. Its expectation value of S² is 2.01. As for the HOMO energy (spin up / spin down): -18.66 / -22.32 eV. The total charge is +2. For the HOMO-LUMO gap (spin up / spin down), the calculation gives 9.5 / 6.3 eV.



C4H8N2O | ωB97M-V/def2-TZVPD

Last column: Löwdin charge in e.
Atoms and positions in Å:
C -1.0354 1.4386 -0.5978  -0.112
N -0.1937 0.9698 0.4624  0.004
C -0.0707 -0.2914 0.4740  -0.292
C -1.1432 -1.3376 0.4579  -0.012
C 1.3529 -0.6903 0.1484  -0.489
N 2.2022 0.3667 0.1044  0.155
O 1.5905 -1.8017 -0.2925  0.056
H -0.3556 1.3912 -1.4722  0.102
H -1.9342 0.8642 -0.8471  0.074
H -1.2345 2.4620 -0.3517  0.067
H -1.9624 -1.1974 -0.2541  0.077
H -0.6703 -2.3013 0.2864  0.075
H -1.5865 -1.3151 1.4619  0.094
H 1.8617 1.2525 0.4561  0.093
H 3.1792 0.1897 -0.0363  0.108

Atomic forces in eV per Å
-0.621 0.821 0.037
0.411 -0.615 -0.965
0.225 -0.216 0.392
0.038 -0.167 -0.050
0.403 -0.434 0.394
0.259 -0.308 0.284
0.149 0.134 0.261
-0.498 0.335 0.162
-0.024 0.171 0.245
-0.645 0.656 -0.487
0.276 0.089 0.034
-0.145 -0.074 0.002
0.051 -0.119 -0.169
0.072 -0.234 -0.093
0.049 -0.038 -0.046

Its SMILES is C/N=C(\C)C(N)=O. Its energy relative to the best compared isomer or geometry (same formula, charge and spin) is 54.7 kcal/mol. As for the HOMO energy: -8.73 eV. The total charge is 0. For the HOMO-LUMO gap, the calculation gives 8.9 eV.



C4H8N2O | ωB97M-V/def2-TZVPD

Last column: Löwdin charge in e.
Atoms and positions in Å:
N 1.7175 -0.8108 -0.7768  0.232
C 0.7920 -0.7273 0.1652  -0.404
O 0.4767 -1.8618 0.7522  0.042
C 0.5178 0.6589 0.8040  -0.165
N -0.8752 1.0148 0.7217  -0.138
C -1.5233 -0.2355 0.1603  -0.183
C -1.3344 0.9932 -0.6641  -0.234
H 1.9598 -1.7157 -1.1641  0.138
H 2.1122 0.0162 -1.2030  0.127
H 0.8186 0.5381 1.8570  0.129
H 1.1788 1.4201 0.3556  0.117
H -0.5320 -1.6146 0.8092  0.112
H -2.5575 -0.3643 0.5057  0.053
H -0.5906 1.0043 -1.4731  0.083
H -2.1605 1.6845 -0.8498  0.090

Atomic forces in eV per Å
-0.190 0.017 0.000
0.510 0.209 0.010
-0.091 0.250 -0.169
0.171 -0.062 -0.004
0.141 -0.175 -0.001
-0.304 -0.117 0.044
-0.017 0.064 -0.227
-0.094 0.172 0.158
-0.153 -0.146 0.166
-0.065 -0.014 -0.204
-0.131 -0.173 0.031
-0.035 0.047 -0.056
0.180 0.151 -0.040
-0.103 -0.014 0.227
0.180 -0.209 0.064

Its energy relative to the best compared isomer or geometry (same formula, charge and spin) is 121.7 kcal/mol. As for the HOMO energy: -7.34 eV. The total charge is 0. For the HOMO-LUMO gap, the calculation gives 7.8 eV.